Record 1
{
  "formula": "C28H53BeO2PSe2Si2",
  "method": "ωB97M-V/def2-TZVPD",
  "symbols": ["C", "H", "C", "C", "H", "C", "C", "C", "H", "H", "H", "C", "H", "C", "H", "Se", "C", "H", "H", "H", "H", "H", "C", "H", "C", "C", "H", "C", "C", "C", "Si", "H", "C", "H", "H", "H", "H", "H", "H", "C", "H", "H", "H", "H", "C", "C", "C", "H", "H", "C", "H", "H", "H", "C", "H", "Si", "C", "C", "H", "C", "H", "Be", "O", "Se", "H", "H", "H", "H", "H", "H", "O", "H", "H", "H", "C", "H", "H", "C", "H", "H", "H", "H", "H", "P", "H", "H", "H", "C", "H"],
  "xyz": [[4.272516, 2.457671, 1.942030], [4.872708, -2.045888, -1.464000], [-4.980804, 0.429649, 4.224005], [-3.970637, -0.158513, 3.452791], [-2.809190, -3.704905, -1.341088], [-4.079916, -5.927471, 1.813170], [-0.191274, 2.166513, -1.668727], [-2.474133, -4.120562, 1.945204], [-5.479010, -2.994029, 0.751654], [0.915043, -1.871915, -1.191911], [-4.756748, 0.795813, 5.226310], [3.971607, 4.041414, 0.137983], [1.202249, -3.854821, -2.983802], [-5.040265, -5.034320, 1.320131], [3.461794, 1.378531, -3.545942], [-2.872920, -0.686258, -0.860347], [5.957915, 0.627038, -0.554209], [5.232303, 3.003041, 1.947367], [-6.051639, -5.388320, 1.102113], [1.935727, -0.172408, -0.898655], [-3.173442, -1.737517, -3.491044], [-1.484680, -3.737107, 2.207603], [4.232480, 1.651624, -2.812216], [1.030613, 3.138426, 1.182829], [0.105126, -1.285977, -1.674007], [-4.268225, -0.623230, 2.164602], [-7.078091, 0.950537, 4.336652], [-5.547694, -0.435741, 1.619867], [-0.034395, 3.366887, 1.043374], [-0.875405, 2.167056, 0.715784], [-0.934031, -2.570397, -2.625402], [-1.247787, -3.941993, -0.547860], [3.557475, 2.696106, 3.254444], [2.884558, 5.360467, 1.483324], [-0.399994, 3.796082, 1.984833], [5.204048, 1.671632, -3.324018], [5.018803, 3.873772, -0.163843], [-1.871530, 2.436828, 0.331564], [2.878892, -0.028925, 0.568942], [-3.434746, -3.222148, 1.450551], [-2.304210, 1.735549, -1.971523], [-0.135840, 4.152611, 0.284389], [6.142051, -0.195632, 0.149299], [0.883987, -2.792171, -4.363224], [-1.739826, -3.867023, -1.523139], [-6.281022, 0.542344, 3.713971], [-4.722628, -3.686290, 1.128556], [-2.962224, -0.300590, 3.848396], [4.197706, 2.352271, 4.068972], [0.413624, -3.466026, -3.638368], [4.022416, 2.660265, -2.433146], [3.478553, -1.729697, -2.529409], [-4.332357, -6.976229, 1.973540], [-6.557556, 0.147794, 2.399945], [0.460205, 3.015182, -1.439743], [4.302771, 0.379032, -1.432706], [3.872589, 5.280716, 1.010483], [2.710217, 0.425200, -0.414829], [5.124055, -1.303334, -3.056440], [-2.156283, -1.873531, -3.883644], [4.041729, 6.181837, 0.412175], [-0.620272, -0.266973, -0.491310], [3.481871, 2.866984, 0.800754], [-0.833293, -1.091117, 1.689855], [-2.216397, -2.579984, -4.724221], [4.637775, 5.252997, 1.796754], [-1.941217, 3.404335, -1.438710], [-1.825682, -0.911518, -4.295691], [-7.559103, 0.264995, 1.994531], [-1.610383, 2.899246, -3.097717], [-0.203105, 1.351531, -0.384020], [2.330618, 1.461221, -0.215098], [4.489274, 1.388262, 1.801009], [2.613278, 2.150561, 3.309143], [-2.792134, -5.466591, 2.106769], [0.285745, 1.540517, -2.433675], [0.598279, -0.673994, -2.453298], [-1.593097, 2.569505, -2.056000], [6.055209, 1.578015, -0.015916], [-1.630468, -4.842897, -2.019545], [-5.761364, -0.761603, 0.599266], [-0.024826, -4.307119, -4.185316], [3.372866, 3.763944, 3.395676], [-2.955139, -1.465179, 1.199856], [-0.977472, 1.480011, 1.571874], [-2.027623, -6.158692, 2.476527], [6.745311, 0.589902, -1.324102], [4.448298, -1.340078, -2.191218], [3.377791, 4.154796, -0.779787]],
  "atomic_forces_ev_per_a": [[-0.051, 0.053, -0.573], [-0.129, 0.091, -0.155], [-0.096, -0.137, -0.227], [-0.440, -0.130, -0.054], [0.235, 0.024, -0.085], [0.157, 0.384, -0.102], [0.233, -0.941, 1.019], [-0.275, 0.293, -0.109], [0.245, -0.301, 0.086], [-0.206, 0.096, -0.294], [-0.066, -0.163, -0.237], [-0.064, -0.341, 0.257], [-0.123, 0.042, -0.049], [0.090, 0.072, 0.107], [0.132, 0.138, 0.104], [-1.492, -0.016, 0.725], [-0.076, 0.065, 0.120], [-0.213, -0.221, -0.111], [0.371, 0.133, 0.026], [0.267, 0.176, -0.008], [0.308, -0.061, -0.081], [-0.279, -0.229, -0.170], [-0.024, 0.006, -0.096], [-0.273, -0.137, -0.123], [-0.009, -0.252, -0.326], [0.272, 0.470, 0.229], [0.251, -0.026, -0.189], [-0.100, 0.084, 0.335], [0.057, 0.588, 0.205], [0.379, -0.892, -0.750], [1.324, 0.412, 0.283], [0.023, 0.068, -0.130], [0.034, 0.096, -0.007], [0.203, -0.057, -0.168], [0.018, -0.060, -0.138], [-0.213, 0.055, -0.003], [-0.188, 0.059, -0.019], [0.361, -0.216, 0.401], [-0.012, -0.016, 0.014], [0.314, -0.379, -0.141], [0.292, 0.252, 0.049], [0.107, -0.099, 0.140], [0.018, 0.189, -0.063], [-0.071, -0.039, 0.077], [-0.135, -0.352, -0.168], [0.335, 0.040, -0.182], [0.262, -0.069, 0.179], [-0.284, 0.161, -0.077], [-0.043, -0.012, 0.054], [-0.438, -0.131, 0.001], [0.028, -0.201, -0.116], [0.196, 0.077, 0.064], [0.050, 0.291, -0.099], [0.536, -0.353, 0.117], [-0.124, -0.146, -0.240], [-0.266, -0.200, -0.017], [0.066, 0.167, 0.091], [0.141, 0.723, 0.258], [-0.088, -0.101, 0.135], [-0.246, -0.049, -0.165], [0.019, -0.092, 0.077], [-0.345, -0.425, -0.003], [0.723, 0.695, 0.467], [-0.403, -0.436, 0.696], [-0.005, 0.144, 0.106], [-0.223, 0.081, -0.086], [-0.085, -0.140, -0.214], [0.019, -0.121, 0.075], [0.176, -0.016, 0.039], [0.108, 0.034, 0.059], [-1.198, 1.461, -0.074], [0.415, -1.195, -0.387], [-0.048, 0.286, 0.069], [0.034, 0.061, -0.069], [-0.139, -0.144, 0.115], [-0.125, 0.004, 0.482], [0.051, -0.253, -0.001], [-0.211, 0.226, -0.190], [-0.002, -0.190, -0.121], [-0.052, 0.111, 0.146], [0.097, 0.224, 0.263], [0.151, -0.031, -0.081], [-0.090, -0.119, 0.043], [0.227, 0.369, -0.678], [0.103, 0.323, -0.613], [-0.351, 0.274, -0.120], [-0.187, -0.004, 0.218], [0.014, 0.015, -0.114], [0.042, -0.120, 0.287]],
  "lowdin_charge": [-0.27, 0.03, -0.08, -0.09, 0.01, -0.08, -0.16, -0.13, 0.10, 0.02, 0.10, -0.27, 0.02, -0.08, 0.03, 0.52, -0.19, 0.12, 0.11, -0.03, -0.01, 0.05, -0.18, 0.07, -0.38, -0.39, 0.10, -0.11, -0.06, -0.21, 0.39, 0.02, -0.07, 0.08, 0.09, 0.03, 0.12, 0.11, 0.04, -0.38, 0.03, 0.08, 0.03, 0.02, -0.20, -0.08, -0.08, 0.09, 0.08, -0.21, 0.01, 0.02, 0.10, -0.07, 0.11, 0.47, -0.08, -0.17, 0.03, -0.22, 0.08, -0.26, -0.24, 0.49, 0.03, 0.07, 0.08, 0.03, 0.10, 0.09, -0.30, 0.03, 0.10, 0.08, -0.08, 0.12, 0.01, -0.08, 0.01, 0.03, 0.09, 0.02, 0.07, 0.35, 0.04, 0.11, 0.04, -0.18, 0.11],
  "gap_ev": 8.110,
  "fmax_ev_per_a": 1.89,
  "e_tot_ha": -6987.249530
}

***

Record 2
{
  "formula": "C18H27",
  "method": "ωB97M-V/def2-TZVPD",
  "symbols": ["C", "H", "H", "C", "H", "H", "H", "C", "C", "C", "H", "H", "H", "H", "H", "H", "C", "C", "H", "H", "H", "H", "C", "H", "C", "H", "H", "H", "C", "C", "H", "C", "H", "H", "H", "H", "H", "C", "C", "H", "C", "H", "C", "C", "C"],
  "xyz": [[-3.102771, 3.023875, 0.083215], [0.831972, -3.322299, -4.626446], [1.148125, -1.433231, 0.031197], [-1.789549, 1.227060, 1.768722], [1.083854, -4.643434, -2.027788], [5.885426, -2.735051, -0.971414], [-5.866519, 3.085247, 1.023659], [-3.183075, 1.191373, 1.638907], [0.461729, 2.210213, 0.885219], [3.084468, -2.240452, -0.251491], [-1.926782, -0.531721, 2.944830], [-3.761978, 0.388147, 2.123515], [2.455052, 1.960827, 1.647173], [-5.650782, 1.953324, -0.331051], [-0.443202, 0.333429, 3.266507], [1.210165, 1.848065, 2.884314], [0.938268, -2.506031, -1.768148], [0.762978, -3.677722, -2.439233], [5.781494, -2.348858, 0.684347], [-0.176313, 4.603152, -0.302066], [-0.626007, -0.537079, 1.738323], [0.434743, -1.609353, -2.201988], [0.174567, -3.681456, -3.820910], [-0.732113, -3.078405, -3.971541], [1.458175, 1.552148, 1.864813], [-0.065091, -4.723518, -4.038311], [0.870160, 3.228568, 0.731870], [1.630094, 0.464802, 1.865294], [-1.036764, 2.216382, 1.081449], [1.678114, -2.213300, -0.565213], [5.838186, -4.052772, 0.197741], [-5.382867, 2.130053, 0.723658], [-0.344609, 3.281781, -1.466289], [-1.577788, 4.560628, -1.382746], [3.574097, -4.331776, -0.044951], [-3.576587, 3.669520, -0.661786], [-5.810560, 1.317436, 1.328703], [-1.712824, 3.085574, 0.193908], [3.927173, -3.297879, -0.095360], [3.521855, -1.221118, -0.114665], [-1.153789, 0.084198, 2.476865], [0.536976, 1.808219, -0.117072], [-3.863760, 2.110010, 0.831823], [5.413339, -3.082150, -0.043592], [-0.917280, 3.933571, -0.773993]],
  "atomic_forces_ev_per_a": [[0.155, -0.155, 0.170], [0.399, -0.118, 0.559], [0.462, -0.238, -0.523], [0.049, 0.856, -0.644], [-0.070, 0.504, -0.063], [-0.619, -0.206, -0.226], [0.578, -0.542, -0.078], [-0.303, 0.389, -0.276], [0.699, -0.041, 0.257], [-0.017, -1.183, 0.115], [0.126, -0.015, -0.125], [0.373, 0.507, -0.082], [-0.224, 0.061, 0.104], [-0.102, 0.045, 0.356], [-0.040, 0.162, -0.161], [0.108, -0.068, 0.034], [0.133, -0.897, 0.315], [0.724, 1.122, -0.664], [-0.493, -0.189, 0.161], [-0.408, -0.281, -0.073], [-0.009, -0.058, 0.230], [0.170, -0.598, 0.726], [-0.649, -0.841, -0.037], [0.161, -0.138, 0.526], [0.365, 0.263, -0.010], [-0.163, 0.187, -0.370], [-0.589, -0.384, 0.374], [-0.656, 0.181, -0.194], [-0.722, -0.349, -0.140], [-0.386, 2.164, -0.222], [0.462, 0.140, 0.055], [0.070, -0.260, -0.227], [-0.267, 0.329, 0.267], [0.082, -0.164, 0.132], [-0.068, 0.411, -0.088], [-0.056, -0.132, 0.372], [0.029, 0.294, -0.203], [-0.126, -0.337, 0.151], [0.233, 1.286, -1.008], [-0.635, -0.695, 0.174], [0.232, -0.674, 0.387], [0.576, -0.502, -0.434], [0.017, 0.576, 0.020], [0.317, -0.641, 0.613], [0.082, 0.229, -0.254]],
  "lowdin_charge": [-0.01, 0.11, 0.12, -0.22, 0.13, 0.10, 0.09, -0.02, -0.20, -0.07, 0.08, 0.12, 0.07, 0.08, 0.08, 0.08, -0.06, -0.04, 0.10, 0.08, 0.07, 0.16, -0.07, 0.10, -0.11, 0.08, 0.11, 0.05, -0.14, 0.09, 0.08, -0.05, 0.09, 0.08, 0.13, 0.12, 0.07, -0.22, -0.05, 0.16, -0.06, 0.10, -0.26, -0.07, -0.06],
  "gap_ev": 3.827,
  "fmax_ev_per_a": 2.21,
  "e_tot_ha": -701.682332,
  "charge": 1
}

***

Record 3
{
  "formula": "C4H10NS",
  "method": "ωB97M-V/def2-TZVPD",
  "symbols": ["C", "H", "H", "H", "H", "H", "H", "H", "H", "S", "N", "C", "H", "H", "C", "C"],
  "xyz": [[1.338194, 0.555905, 0.163968], [2.779857, 1.960988, 0.521372], [-1.845829, -2.515383, -1.144477], [0.149779, -1.679530, -0.013881], [-0.812073, -0.577205, 0.889159], [-0.260914, 2.154649, -0.187760], [-2.931390, -1.140910, -0.432729], [-1.605277, -0.678291, -1.383715], [-0.980142, -2.259125, 0.920295], [1.895697, -0.963131, 0.263240], [-0.828820, -1.469689, 0.308236], [-1.881398, -1.423723, -0.738682], [0.506799, 1.983354, 1.543785], [1.989267, 2.380171, -1.066297], [0.521907, 1.830041, 0.472482], [1.964349, 1.841879, -0.115001]],
  "atomic_forces_ev_per_a": [[0.306, 0.894, -1.153], [1.299, 0.828, 1.007], [-0.459, 2.307, 0.054], [-0.262, 0.791, -0.096], [0.313, -1.497, -0.848], [-0.216, 0.070, 0.031], [1.335, -0.663, 0.447], [0.853, 1.370, -2.171], [-0.442, -0.098, 0.661], [0.814, 0.753, -0.042], [-1.787, 0.886, 1.408], [-1.277, -3.408, 0.741], [-0.761, 0.263, 0.008], [0.309, -0.790, 0.018], [2.017, -1.850, 0.636], [-2.042, 0.143, -0.701]],
  "lowdin_charge": [-0.69, 0.10, 0.14, -0.04, 0.16, 0.10, 0.12, 0.05, 0.15, 0.85, 0.02, -0.03, 0.11, 0.13, -0.05, -0.13],
  "gap_ev": 8.359,
  "fmax_ev_per_a": 3.71,
  "e_tot_ha": -610.989942,
  "charge": 1
}